DFT (ωB97M-V/def2-TZVPD) results for a 8-piece molecular cluster, C22H40Cl10O6S overall.

Geometry as XYZ:
```
79
Properties=species:S:1:pos:R:3:forces:R:3:lowdin_charge:R:1
Cl -37.37681 8.38560 -23.46373 -0.96 -0.15 -0.62 0.57
Cl -32.28767 3.58928 -25.41958 0.70 -0.78 -0.26 0.51
Cl -32.33243 3.62474 -15.85171 -1.09 -0.93 0.39 0.65
Cl -36.58870 10.92697 -17.65303 0.85 -0.32 -0.30 0.53
Cl -34.77235 0.99843 -19.82906 -2.61 -0.72 0.74 0.65
Cl -37.30494 8.20249 -20.11546 0.37 0.98 0.20 0.57
Cl -33.62449 6.30344 -24.84938 0.77 0.29 -0.21 0.52
Cl -32.95525 8.47480 -17.35035 0.10 0.02 -0.23 0.60
Cl -28.51539 5.09611 -14.69573 1.05 0.56 -0.11 0.60
Cl -30.51778 1.37545 -19.46301 -1.14 -0.13 0.20 0.49
S -32.79087 6.49451 -20.50013 -0.79 0.16 -0.51 0.72
O -36.18725 5.87403 -15.72067 -0.13 1.31 0.19 0.02
O -37.97559 6.93633 -16.48502 1.23 -1.39 -0.57 0.09
O -29.60359 10.49080 -21.97373 0.04 2.37 -1.95 0.03
O -34.18082 5.97103 -20.60814 2.21 1.09 0.67 -0.35
O -29.73167 12.55538 -22.95989 -0.16 -1.75 1.40 0.09
O -32.50473 7.93755 -20.64157 -0.72 -1.70 0.22 -0.38
C -35.86857 4.29625 -17.34410 1.40 -0.45 -1.12 -0.13
C -29.84964 11.83790 -21.97716 0.03 1.46 -2.08 -0.44
C -35.16692 5.04274 -16.18247 -0.46 -2.15 0.09 -0.23
C -31.79873 5.61053 -21.70040 1.56 -0.41 0.24 -0.23
C -30.75298 4.36889 -16.03838 0.27 -0.42 0.88 -0.64
C -30.20197 12.35514 -20.59101 0.58 -0.76 -0.96 -0.07
C -31.24221 5.06260 -25.55055 -1.14 -1.21 -0.07 -0.59
C -36.72795 5.39910 -17.98045 -0.05 -0.14 1.49 -0.07
C -34.62882 9.02393 -17.05194 -0.06 2.05 0.39 -0.59
C -31.83099 5.85967 -19.00687 -0.78 1.56 -1.32 -0.24
C -29.89561 4.06461 -14.78469 -1.80 -0.42 -0.59 -0.71
C -30.23708 11.06393 -19.80317 -0.50 0.83 1.71 -0.16
C -33.17485 1.19635 -20.36347 1.47 -0.09 -0.49 -0.72
C -29.72461 9.97434 -20.69327 -0.47 -0.89 0.12 -0.20
C -30.94790 4.78825 -19.56759 0.15 -0.73 0.03 -0.26
C -30.47349 5.24640 -20.96732 -0.77 -0.09 0.72 -0.18
C -32.20280 6.10404 -25.99830 -0.97 1.87 0.43 -0.62
C -36.05463 7.95197 -22.39044 1.05 0.93 -0.50 -0.73
C -36.07082 8.94787 -21.22875 0.02 -1.25 0.03 -0.59
C -34.83145 10.49956 -17.63806 0.27 -1.24 0.30 -0.61
C -32.34606 1.27819 -19.07997 1.21 1.02 -0.89 -0.59
C -37.07719 6.13671 -16.69835 -2.16 2.27 0.26 -0.48
H -31.03816 5.42040 -16.07142 0.91 0.04 -0.65 0.06
H -34.31502 10.49942 -18.59796 -0.84 0.02 -0.53 0.04
H -36.31674 9.95680 -21.55995 -0.60 -0.26 0.10 0.07
H -35.10747 9.04940 -20.72899 -0.06 -0.56 0.21 0.05
H -30.39951 3.82145 -16.91214 0.57 1.04 -0.13 0.05
H -36.18214 6.13572 -18.57002 0.31 -0.29 -0.27 0.07
H -31.71049 7.07184 -26.09363 -0.05 0.12 0.31 0.08
H -31.52691 3.86484 -19.58034 0.20 -0.13 -0.42 0.06
H -32.88923 0.41202 -21.06444 0.06 -0.15 0.31 0.08
H -30.46878 4.95119 -26.31048 0.01 -0.32 0.18 0.09
H -34.35088 11.33099 -17.12241 0.05 -0.56 0.65 0.06
H -34.66599 9.04509 -15.96278 -0.58 -0.12 -0.20 0.07
H -31.28349 10.87449 -19.56393 0.08 -0.20 0.23 0.11
H -30.52098 4.27260 -13.91650 0.13 -0.18 0.04 0.06
H -36.11783 6.89555 -22.12950 -0.03 0.36 0.29 0.05
H -33.26109 2.11567 -20.94272 0.97 0.19 0.21 0.06
H -31.63843 6.21096 -22.59589 -0.42 -0.04 0.10 0.08
H -37.62284 5.10862 -18.53082 0.16 -0.07 0.16 0.13
H -30.53598 9.25513 -20.80520 0.70 -0.86 0.56 0.10
H -32.62531 2.24189 -18.65407 0.30 -0.18 0.47 0.02
H -31.15699 12.88054 -20.59233 0.29 0.12 -0.13 0.13
H -32.43974 0.48353 -18.33981 -0.27 -0.03 -0.49 0.07
H -32.59424 5.66433 -18.25363 0.43 -0.23 0.14 0.06
H -29.36755 13.03760 -20.42947 -0.19 0.12 0.63 0.13
H -35.18670 8.10670 -23.03142 0.30 -0.08 0.32 0.03
H -36.42710 3.41193 -17.03729 -0.41 0.39 0.46 0.12
H -30.84003 5.11438 -24.53878 0.10 0.74 -0.33 0.05
H -30.07618 4.59299 -18.94304 -0.09 0.09 0.14 0.10
H -29.68229 11.10921 -18.86601 -0.09 0.03 0.03 0.12
H -34.21373 5.50167 -16.44501 -0.34 0.74 -0.31 0.07
H -29.62146 3.00987 -14.80583 0.17 0.15 0.17 0.08
H -35.14959 3.85299 -18.03307 0.23 0.27 -0.20 0.09
H -29.77402 6.06516 -20.79856 -0.24 0.40 -0.31 0.11
H -32.27877 4.64909 -21.88290 -0.34 0.27 -0.37 0.10
H -34.93413 4.42398 -15.31584 0.09 -0.38 -0.24 0.10
H -35.33215 8.31878 -17.49487 0.08 0.21 0.03 0.04
H -29.89318 4.46869 -21.46381 -0.31 -0.10 -0.13 0.11
H -31.24215 6.76047 -18.83385 -0.13 0.00 0.62 0.07
H -32.73793 5.96573 -26.93777 0.59 -0.70 -0.03 0.07
H -28.72299 9.62077 -20.44864 -0.32 -0.52 0.46 0.13
```
Positions in Å, forces in eV/Å.

Output
Calculated total energy: -171806.4914 eV
Gap between HOMO and LUMO: 9.9 eV
SMILES: O=S1(=O)CCCC1.O=C1CCCO1.O=C1CCCO1.ClCCCl.ClCCCl.ClCCCl.ClCCCl.ClCCCl

***

DFT (ωB97M-V/def2-TZVPD) results for one molecule with the formula C4H3NO2.

Geometry as XYZ:
```
10
Properties=species:S:1:pos:R:3:forces:R:3:lowdin_charge:R:1
O -1.80846 1.12798 0.28690 -3.12 1.59 -3.00 -0.12
O 1.35431 -1.62953 0.18438 1.61 -2.52 0.15 0.12
N -1.94984 -0.15565 -0.17377 2.51 -3.76 0.07 -0.07
C 1.29796 0.65073 0.00762 0.51 0.34 -1.02 -0.04
C 2.10772 1.56238 -0.19440 -1.99 2.38 1.85 0.08
C 0.63459 -0.71844 0.02491 -2.07 2.52 0.36 -0.41
C -0.90394 -1.02938 -0.14292 -1.45 4.63 -0.41 -0.02
H -2.71078 1.61555 -0.26299 4.06 -2.07 2.76 0.24
H -1.11040 -2.05206 -0.48691 -0.06 0.60 0.29 0.11
H 2.28524 2.74678 0.02487 0.01 -3.71 -1.05 0.11
```
Positions in Å, forces in eV/Å.

Output
Calculated total energy: -9775.1836 eV
Gap between HOMO and LUMO: 9.4 eV
SMILES: C#CC(=O)/C=N\O
Relative energy (zero: lowest compared OMol25 entry of this formula, charge and spin): 6.503 eV

***

DFT (ωB97M-V/def2-TZVPD) results for C24H12AgCl5N4O3 as an isolated structure.

Geometry as XYZ:
```
49
Properties=species:S:1:pos:R:3:forces:R:3:lowdin_charge:R:1
Ag 0.11546 -0.43873 -0.19898 0.07 0.26 -0.05 0.72
Cl -2.16051 -2.23861 -1.42998 0.03 -0.15 -0.02 0.71
Cl 2.14000 -4.83894 0.49691 -0.12 -0.02 -0.01 0.65
Cl -4.03814 -4.49687 -0.33753 0.14 -0.03 0.02 0.63
Cl -2.83029 -6.94711 1.20235 0.09 0.10 -0.05 0.59
Cl 0.27856 -7.12246 1.59929 -0.06 0.10 -0.05 0.61
O -3.62730 1.29227 1.53084 0.12 0.05 -0.08 -0.06
O 0.68427 -2.72103 -0.88059 -0.04 -0.07 0.05 -0.15
O 2.13373 2.99366 -2.26896 -0.13 -0.03 0.08 -0.07
N -1.06064 -1.10466 1.84688 0.10 -0.17 -0.09 0.06
N 2.54412 -0.02023 -0.47216 -0.05 -0.14 -0.15 0.06
N -1.74235 1.00440 0.15761 0.15 0.11 -0.09 0.04
N 0.47110 1.64404 -1.30386 -0.15 0.07 0.11 0.05
C 0.42309 -4.78521 0.23479 0.00 -0.03 0.04 -0.62
C -1.78827 -5.70791 0.56285 -0.06 -0.04 -0.01 -0.75
C -0.68315 3.62374 -2.22019 -0.08 0.04 -0.01 -0.05
C -1.79854 2.15626 -0.62736 0.08 -0.07 0.04 -0.21
C 4.76601 -0.18631 -2.10887 0.08 0.01 -0.07 -0.09
C -1.82542 4.42000 -2.30037 0.10 -0.08 0.01 -0.15
C -0.06712 -3.63675 -0.47178 -0.05 0.05 0.02 -0.56
C -2.94275 4.09945 -1.55060 -0.01 -0.10 0.07 -0.15
C 3.43885 -0.99423 -0.31358 0.02 0.03 -0.01 -0.15
C -2.31517 -4.61444 -0.13358 -0.11 0.03 -0.02 -0.72
C -2.60122 0.70944 1.10308 -0.28 -0.26 0.25 -0.51
C -0.40748 -5.77390 0.73382 0.11 -0.05 0.03 -0.72
C -0.63538 2.49099 -1.40221 -0.02 -0.09 0.08 -0.21
C -3.38202 -1.38197 2.27786 0.04 0.00 0.00 -0.02
C -2.30954 -0.64521 1.77706 -0.08 0.18 -0.09 -0.21
C 2.71982 0.86639 -1.45347 -0.13 0.13 0.05 -0.19
C 1.67609 1.97024 -1.70223 0.37 -0.02 -0.16 -0.51
C 4.56535 -1.12729 -1.10765 -0.06 0.02 0.05 -0.09
C -1.49935 -3.62202 -0.63736 0.00 -0.01 0.02 -0.62
C -2.92456 2.97989 -0.71999 0.01 0.07 -0.06 -0.05
C -0.84094 -2.31254 2.36917 -0.07 0.02 0.08 -0.15
C -1.85169 -3.13081 2.84389 0.05 0.07 0.00 -0.09
C 3.84391 0.82792 -2.27706 0.02 -0.02 0.03 -0.03
C -3.15194 -2.64412 2.79121 -0.08 -0.04 0.03 -0.09
H -1.82538 5.29348 -2.94509 0.00 0.00 0.00 0.07
H 5.63111 -0.25280 -2.76039 0.01 0.00 0.01 0.09
H 5.24784 -1.95255 -0.94887 0.01 0.02 -0.01 0.09
H -4.36767 -0.94271 2.21882 0.00 -0.02 -0.01 0.11
H 0.20619 3.87056 -2.77945 -0.02 0.02 -0.01 0.08
H 3.22691 -1.71110 0.47189 -0.02 0.00 -0.01 0.09
H -3.77768 2.72256 -0.11018 -0.01 0.03 -0.03 0.08
H 0.19362 -2.64306 2.38310 -0.01 0.01 0.01 0.11
H -3.98001 -3.25805 3.12835 0.01 0.00 0.01 0.10
H -1.62355 -4.12309 3.21208 -0.02 0.01 0.01 0.10
H 3.94335 1.59858 -3.02795 0.01 -0.01 -0.01 0.10
H -3.83372 4.71845 -1.59447 0.00 0.00 -0.01 0.07
```
Positions in Å, forces in eV/Å.

Output
Calculated total energy: -103800.4930 eV
Charge: -2
Gap between HOMO and LUMO: 5.3 eV